A molecular structure, C14H26N3OPtS in a non-equilibrium geometry, computed with ωB97M-V/def2-TZVPD.

ORCA input file:
```
! wB97M-V def2-TZVPD RIJCOSX def2/J DEFGRID3
* xyz 1 1
H -1.824 -2.114 -0.454
N 2.707 -0.685 0.352
H -0.367 1.448 -3.202
H 1.185 3.820 -3.708
H 3.311 -2.610 1.217
H -2.443 0.765 -2.967
H 2.744 -0.982 2.521
H 1.375 2.918 -2.134
C 2.910 -0.188 1.719
C 2.797 -2.139 0.303
C -1.847 2.691 -2.020
H 0.901 -3.116 0.989
C -2.757 0.468 -0.790
C -2.805 1.412 -2.083
H 1.625 -3.814 -0.621
H -3.901 1.652 -2.286
O -1.263 0.029 4.093
C 0.608 3.486 -2.777
C -1.222 0.130 -0.436
H 0.946 -1.120 -1.494
H -3.018 -1.276 4.474
H -1.010 0.673 0.558
H 3.959 0.273 1.811
C 1.354 -2.845 -0.021
H 3.474 -2.407 -0.594
H 0.022 -2.673 -1.784
H -2.398 3.679 -2.211
C 0.079 -0.376 3.903
H -1.087 2.827 -4.165
H -0.734 -1.560 0.933
H -0.487 0.455 -1.252
H 0.959 0.935 1.230
S 1.283 0.988 3.674
C -0.944 -1.445 -0.195
H 2.338 2.069 1.754
H -3.396 -0.460 -0.987
C -0.666 2.560 -3.129
H -1.322 2.803 -0.999
N -0.993 -2.290 4.165
H 0.218 4.406 -2.211
N 0.247 -1.784 3.930
H -3.276 1.028 0.070
Pt 2.367 -5.497 -0.405
C 1.858 1.045 1.915
C -1.905 -1.211 4.274
C 0.398 -1.967 -0.957
*
```

Computed properties:
E_HOMO: -0.4201 Ha
F_max: 5.48 eV Å⁻¹
Orbital gap: 3.800 eV